Density functional theory data (the ωB97M-V functional and the def2-TZVPD basis) for a structure of composition C33H40FeN4P2Te.

Summary:
E_HOMO (alpha / beta) = -0.1866 / -0.2938 hartree
Spin multiplicity = 5
E_LUMO (alpha / beta) = 0.09 / -1.81 eV
Largest force on an atom = 1.6 eV/A
Energy above the lowest of the compared OMol25 structures with the same formula, charge and spin = 0.0 kcal/mol

Positions of all 81 atoms, in Å:
Fe 1.377 -0.093 0.892
C -1.624 -0.230 -4.793
C -2.312 0.722 -4.152
C -3.673 0.568 -3.544
C -4.022 -0.810 -2.922
C -2.945 -1.610 -2.239
C -1.938 -2.272 -2.830
C -2.068 -2.715 -4.256
C -2.197 -1.544 -5.269
C 2.499 -1.183 2.180
H -0.600 -0.051 -5.144
H -2.002 1.772 -4.238
H -4.439 0.788 -4.313
H -3.812 1.367 -2.795
H -4.814 -0.610 -2.182
H -4.494 -1.419 -3.707
H -3.205 -1.841 -1.200
H -1.079 -2.671 -2.290
H -2.980 -3.330 -4.368
H -1.237 -3.362 -4.559
H -1.684 -1.828 -6.205
H -3.265 -1.427 -5.512
H 3.598 -1.180 2.279
H 2.168 -2.168 1.810
H 2.055 -0.990 3.166
P -0.552 -1.086 1.211
P 0.361 1.539 -0.105
N -0.745 -2.781 0.699
N -1.342 -1.223 2.825
N 0.844 1.435 -1.832
N 0.445 3.292 0.028
C -1.773 -0.169 0.228
C -1.434 1.285 -0.160
C 0.354 -3.586 0.393
C -0.069 -4.905 0.277
C -1.489 -4.912 0.467
C -1.875 -3.595 0.718
C -0.721 -1.878 3.890
C -1.396 -1.570 5.071
C -2.500 -0.730 4.719
C -2.446 -0.548 3.336
C 1.938 0.693 -2.260
C 2.021 0.813 -3.643
C 0.917 1.599 -4.076
C 0.213 1.970 -2.936
C 0.020 4.260 -0.881
C 0.437 5.506 -0.437
C 1.122 5.304 0.801
C 1.092 3.940 1.072
H -2.770 -0.258 0.680
H -1.791 -0.735 -0.709
H -1.812 1.523 -1.170
H -1.861 2.005 0.559
H 1.335 -3.158 0.278
H 0.578 -5.754 0.099
H -2.138 -5.777 0.452
H -2.858 -3.189 0.898
H 0.158 -2.479 3.723
H -1.119 -1.913 6.056
H -3.235 -0.309 5.390
H -3.084 0.037 2.693
H 2.579 0.181 -1.546
H 2.781 0.383 -4.275
H 0.645 1.826 -5.092
H -0.707 2.529 -2.845
H -0.547 4.023 -1.761
H 0.263 6.429 -0.967
H 1.571 6.069 1.416
H 1.485 3.373 1.906
Te 3.463 1.149 1.151
C 4.355 1.346 3.114
C 5.695 0.925 3.190
C 6.347 0.981 4.432
C 5.681 1.447 5.578
C 4.351 1.879 5.468
C 3.668 1.845 4.232
H 6.190 0.543 2.292
H 7.384 0.654 4.495
H 6.202 1.470 6.545
H 3.836 2.248 6.355
H 2.628 2.172 4.145


Density functional theory data (the ωB97M-V functional and the def2-TZVPD basis) for a structure of composition C33H40N3O4Os.

Summary:
Net charge = +1
E_HOMO (alpha / beta) = -0.4257 / -0.4268 hartree
Spin multiplicity = 5
E_LUMO (alpha / beta) = -4.02 / -5.80 eV
Largest force on an atom = 0.4 eV/A
Energy above the lowest of the compared OMol25 structures with the same formula, charge and spin = 0.0 kcal/mol

Positions of all 81 atoms, in Å:
Os -0.073 0.340 -0.259
C 3.341 -0.968 2.633
C 3.389 0.034 1.477
C 4.574 0.989 1.666
C 3.479 -0.623 0.113
C 4.378 -1.664 -0.085
C 4.555 -2.227 -1.338
C 3.867 -1.719 -2.426
C 2.971 -0.663 -2.290
C 2.370 -0.097 -3.569
C 0.968 -0.632 -3.850
C 2.402 1.428 -3.696
C 2.759 -0.168 -0.997
N 1.783 0.864 -0.790
C 2.181 2.185 -0.682
O 3.284 2.627 -0.882
C 1.032 3.053 -0.247
C 1.060 4.419 -0.081
C -0.097 5.050 0.369
C -1.241 4.307 0.648
C -1.195 2.944 0.458
N -0.079 2.359 0.015
C -2.311 1.971 0.727
O -3.367 2.315 1.193
N -1.931 0.691 0.374
C -2.817 -0.418 0.612
C -3.646 -0.868 -0.424
C -4.445 -1.974 -0.159
C -4.423 -2.604 1.074
C -3.605 -2.124 2.082
C -2.791 -1.016 1.877
C -1.998 -0.434 3.033
C -2.893 0.491 3.867
C -1.362 -1.497 3.931
C -3.790 -0.221 -1.797
C -4.443 1.164 -1.750
C -2.531 -0.196 -2.658
H 3.158 -0.435 3.567
H 4.293 -1.485 2.743
H 2.555 -1.709 2.500
H 2.467 0.628 1.517
H 5.509 0.427 1.640
H 4.508 1.484 2.636
H 4.617 1.750 0.886
H 4.957 -2.032 0.750
H 5.255 -3.041 -1.473
H 4.055 -2.119 -3.414
H 3.020 -0.485 -4.357
H 0.269 -0.318 -3.075
H 0.947 -1.721 -3.888
H 0.599 -0.243 -4.799
H 1.547 1.895 -3.198
H 2.341 1.701 -4.749
H 3.318 1.855 -3.289
H 1.974 4.955 -0.297
H -0.105 6.121 0.512
H -2.156 4.753 1.012
H -5.100 -2.344 -0.937
H -5.059 -3.460 1.255
H -3.618 -2.605 3.050
H -1.177 0.167 2.624
H -3.637 -0.100 4.404
H -3.428 1.214 3.250
H -2.299 1.030 4.606
H -2.115 -2.052 4.489
H -0.712 -1.015 4.662
H -0.760 -2.203 3.363
H -4.484 -0.879 -2.327
H -3.718 1.943 -1.512
H -5.239 1.212 -1.008
H -4.867 1.405 -2.725
H -1.787 0.516 -2.273
H -2.777 0.152 -3.662
H -2.065 -1.177 -2.736
C 0.040 -3.654 0.373
C 0.102 -2.180 0.236
O -0.362 -1.609 -0.827
O 0.564 -1.417 1.114
H -1.008 -3.938 0.489
H 0.610 -3.979 1.238
H 0.415 -4.122 -0.536


What did the first record say?
Density functional theory data (the ωB97M-V functional and the def2-TZVPD basis) for a structure of composition C33H40FeN4P2Te.

Summary:
E_HOMO (alpha / beta) = -0.1866 / -0.2938 hartree
Spin multiplicity = 5
E_LUMO (alpha / beta) = 0.09 / -1.81 eV
Largest force on an atom = 1.6 eV/A
Energy above the lowest of the compared OMol25 structures with the same formula, charge and spin = 0.0 kcal/mol

Positions of all 81 atoms, in Å:
Fe 1.377 -0.093 0.892
C -1.624 -0.230 -4.793
C -2.312 0.722 -4.152
C -3.673 0.568 -3.544
C -4.022 -0.810 -2.922
C -2.945 -1.610 -2.239
C -1.938 -2.272 -2.830
C -2.068 -2.715 -4.256
C -2.197 -1.544 -5.269
C 2.499 -1.183 2.180
H -0.600 -0.051 -5.144
H -2.002 1.772 -4.238
H -4.439 0.788 -4.313
H -3.812 1.367 -2.795
H -4.814 -0.610 -2.182
H -4.494 -1.419 -3.707
H -3.205 -1.841 -1.200
H -1.079 -2.671 -2.290
H -2.980 -3.330 -4.368
H -1.237 -3.362 -4.559
H -1.684 -1.828 -6.205
H -3.265 -1.427 -5.512
H 3.598 -1.180 2.279
H 2.168 -2.168 1.810
H 2.055 -0.990 3.166
P -0.552 -1.086 1.211
P 0.361 1.539 -0.105
N -0.745 -2.781 0.699
N -1.342 -1.223 2.825
N 0.844 1.435 -1.832
N 0.445 3.292 0.028
C -1.773 -0.169 0.228
C -1.434 1.285 -0.160
C 0.354 -3.586 0.393
C -0.069 -4.905 0.277
C -1.489 -4.912 0.467
C -1.875 -3.595 0.718
C -0.721 -1.878 3.890
C -1.396 -1.570 5.071
C -2.500 -0.730 4.719
C -2.446 -0.548 3.336
C 1.938 0.693 -2.260
C 2.021 0.813 -3.643
C 0.917 1.599 -4.076
C 0.213 1.970 -2.936
C 0.020 4.260 -0.881
C 0.437 5.506 -0.437
C 1.122 5.304 0.801
C 1.092 3.940 1.072
H -2.770 -0.258 0.680
H -1.791 -0.735 -0.709
H -1.812 1.523 -1.170
H -1.861 2.005 0.559
H 1.335 -3.158 0.278
H 0.578 -5.754 0.099
H -2.138 -5.777 0.452
H -2.858 -3.189 0.898
H 0.158 -2.479 3.723
H -1.119 -1.913 6.056
H -3.235 -0.309 5.390
H -3.084 0.037 2.693
H 2.579 0.181 -1.546
H 2.781 0.383 -4.275
H 0.645 1.826 -5.092
H -0.707 2.529 -2.845
H -0.547 4.023 -1.761
H 0.263 6.429 -0.967
H 1.571 6.069 1.416
H 1.485 3.373 1.906
Te 3.463 1.149 1.151
C 4.355 1.346 3.114
C 5.695 0.925 3.190
C 6.347 0.981 4.432
C 5.681 1.447 5.578
C 4.351 1.879 5.468
C 3.668 1.845 4.232
H 6.190 0.543 2.292
H 7.384 0.654 4.495
H 6.202 1.470 6.545
H 3.836 2.248 6.355
H 2.628 2.172 4.145


Which formula does entry 1 have? C33H40FeN4P2Te